1.
Density functional theory data (the ωB97M-V functional and the def2-TZVPD basis) for a cluster of 5 separate species, C21H54BrN2O20P6 in total.

As for the largest force on an atom: 0.0373 hartree/bohr. As for the multiplicity: 1. The orbital gap comes out at 7.88 eV. As for the LUMO energy: -3.3822 eV. Its net charge is +1.

Structure (XYZ):
```
104
Properties=species:S:1:pos:R:3:forces:R:3
C 2.296178 5.256202 1.709920 -0.2 -0.3 -0.3
C 1.145434 4.478421 1.101405 0.5 0.4 0.7
O 0.063161 5.388530 0.733474 0.0 0.5 -0.7
P -1.047292 4.742252 -0.215733 0.1 -1.8 0.5
O -0.955740 3.283733 -0.157792 -0.2 0.0 -0.4
C -0.751570 5.239655 -1.945189 0.1 1.4 0.4
C -0.472483 6.706517 -2.290419 0.2 -0.5 -0.5
N 0.787394 7.251019 -1.757813 -0.4 0.7 0.1
C 1.896797 6.620339 -1.407429 -0.2 -0.2 -0.1
N 2.794069 7.513557 -1.012150 -0.1 -0.2 -0.1
C 2.258466 8.774179 -1.091527 -0.3 0.5 -0.7
P 3.067976 10.334565 -0.622105 -0.1 0.1 1.1
O 2.772875 10.676549 0.774092 0.0 0.1 0.2
C 0.987569 8.606550 -1.577520 0.9 0.1 0.4
Br -0.229195 9.949011 -1.925232 -0.2 -0.1 -0.1
O -2.457849 5.241828 0.277055 0.4 0.9 -0.6
C -2.988636 6.515364 -0.141326 -0.4 0.3 0.5
C -2.333491 7.686278 0.559507 -0.5 -0.3 -0.1
H 2.871638 4.553065 2.301511 0.1 0.0 0.3
H 2.981109 5.607221 0.946483 0.1 0.4 -0.1
H 1.951990 6.072495 2.331521 0.0 0.1 0.1
H 0.764161 3.788685 1.839518 -0.3 -0.3 0.0
H 1.505963 3.914687 0.248056 -0.3 -0.2 -0.2
H 0.056582 4.634223 -2.339032 0.1 -0.4 0.1
H -1.645793 4.975923 -2.499838 -0.2 -0.2 -0.1
H -1.255957 7.386356 -1.991438 -0.1 0.1 0.3
H -0.398616 6.782170 -3.371771 0.0 0.1 -0.2
H 2.000127 5.555098 -1.449716 0.3 -0.2 0.1
H 3.714860 7.288247 -0.673019 0.1 -0.1 0.1
H 2.599312 11.267360 -1.555610 0.2 -0.3 -0.4
H 4.430484 10.095722 -0.874422 -0.1 -0.1 -0.4
H -4.030019 6.504027 0.154240 -0.2 -0.2 0.0
H -2.997079 6.614045 -1.223512 0.2 -0.2 -0.2
H -2.511743 7.578747 1.622419 0.3 0.0 0.3
H -2.872174 8.580362 0.260063 0.2 0.3 -0.2
H -1.272273 7.776707 0.352737 0.2 0.1 0.1
C 0.883760 -2.257229 3.031438 0.0 -0.1 0.1
O 1.239042 -1.722256 1.747186 0.1 0.0 -0.2
P 1.548389 -0.170228 1.587904 -0.1 0.0 0.0
O 2.035238 0.161568 0.250820 0.0 -0.2 -0.2
O 2.501541 0.209049 2.787408 0.0 0.1 0.1
C 3.796692 -0.417717 2.833643 0.1 -0.2 0.1
O 0.239161 0.577066 2.050822 0.0 0.0 0.3
C -0.926206 0.525634 1.198688 -0.1 0.2 0.0
H 1.697144 -2.888221 3.385376 0.0 0.0 0.0
H 0.692306 -1.471051 3.760410 0.0 0.0 0.0
H -0.011897 -2.862871 2.913143 0.0 0.0 -0.1
H 4.081282 -0.816661 1.859424 0.0 0.1 0.0
H 3.783317 -1.223365 3.565809 0.0 0.0 0.0
H 4.525706 0.323808 3.146388 -0.1 0.1 0.0
H -1.781522 0.252011 1.813953 0.1 0.0 0.1
H -0.812809 -0.206908 0.401014 0.1 0.0 0.0
H -1.059040 1.514335 0.768082 -0.1 -0.2 0.0
C 8.301033 -5.223829 3.910440 0.1 -0.1 0.0
O 7.207076 -4.429298 4.388176 -0.2 0.1 0.0
P 7.396628 -2.866688 4.617848 0.0 -0.1 0.1
O 6.144516 -2.194965 4.952088 -0.3 -0.1 -0.1
O 8.143696 -2.343450 3.326606 0.2 0.1 0.1
C 7.461489 -2.451046 2.070733 0.0 0.0 -0.1
O 8.549333 -2.738175 5.685749 0.2 0.1 -0.2
C 8.246122 -3.091113 7.045472 0.0 0.0 0.1
H 8.079846 -5.551740 2.895867 0.0 0.0 0.0
H 9.239804 -4.671316 3.915973 0.0 0.0 0.0
H 8.395607 -6.096365 4.552429 0.0 0.0 0.0
H 6.386107 -2.569079 2.206883 0.0 0.0 0.0
H 7.853169 -3.305327 1.519531 0.0 0.0 0.0
H 7.655942 -1.543507 1.505749 0.0 0.0 0.0
H 9.018234 -3.772117 7.395671 0.0 0.0 0.0
H 7.273614 -3.574474 7.130267 0.0 0.0 0.0
H 8.254004 -2.189398 7.652503 0.0 0.0 0.0
C -2.798731 -1.812692 -3.592418 0.0 0.1 -0.1
O -3.188092 -2.911328 -2.764011 0.0 0.0 0.2
P -2.200722 -4.145161 -2.565179 -0.1 -0.1 -0.1
O -2.716245 -5.085977 -1.574280 0.0 0.1 0.1
O -0.783532 -3.516922 -2.267025 0.1 0.0 -0.1
C -0.640534 -2.746673 -1.065206 0.0 0.1 0.1
O -1.942965 -4.715371 -4.009817 0.2 0.1 -0.1
C -3.022932 -5.417532 -4.661202 -0.1 -0.1 -0.1
H -2.631381 -0.939104 -2.962323 0.0 0.0 0.0
H -1.892779 -2.028480 -4.158147 0.0 0.0 0.0
H -3.611171 -1.602186 -4.284796 0.0 0.0 0.0
H -1.430333 -2.974176 -0.347842 0.0 -0.1 0.0
H -0.672257 -1.686639 -1.316906 0.0 0.0 0.0
H 0.324188 -2.974539 -0.621851 0.0 0.0 0.0
H -3.135330 -5.004955 -5.660349 0.0 0.0 0.0
H -3.965739 -5.309916 -4.126356 0.0 0.0 0.0
H -2.763831 -6.471027 -4.730617 0.0 0.0 0.1
C -8.348473 -8.328226 -1.844827 0.0 -0.1 0.1
O -7.809314 -7.877796 -3.092709 0.1 0.0 -0.1
P -7.429751 -6.343467 -3.285549 0.0 0.1 0.0
O -6.760930 -6.106221 -4.561814 0.0 -0.2 -0.2
O -6.639088 -5.918111 -1.993699 -0.1 0.0 0.2
C -5.374139 -6.573572 -1.758979 0.2 0.0 0.1
O -8.773876 -5.544180 -3.045870 0.0 0.0 0.2
C -9.785897 -5.624849 -4.059246 -0.1 0.0 -0.1
H -7.611736 -8.961029 -1.352181 0.0 0.0 0.0
H -8.607274 -7.498037 -1.188508 0.0 0.0 0.0
H -9.241363 -8.915283 -2.049065 0.0 0.0 -0.1
H -5.000029 -7.036834 -2.672371 0.0 0.0 0.0
H -5.499938 -7.340275 -0.993760 -0.1 0.0 0.0
H -4.655496 -5.828651 -1.426666 -0.2 -0.1 0.0
H -10.728093 -5.875595 -3.576356 0.0 0.0 0.0
H -9.551887 -6.383037 -4.805927 0.0 0.0 0.0
H -9.874889 -4.656880 -4.547026 0.0 0.0 0.0
```
Positions in Å, forces in eV/Å.

Mulliken atomic charge list, values in e, 99 entries: -1.27 -0.34 -0.25 0.73 -0.71 -0.95 -0.80 0.34 -0.41 0.10 0.12 0.38 -0.56 -0.14 0.00 -0.42 -0.37 -0.81 0.44 0.14 0.33 0.49 0.42 0.52 0.46 0.42 0.32 0.61 0.34 0.11 0.11 0.39 0.23 0.34 0.37 0.14 -0.79 -0.21 1.23 -0.76 -0.34 -0.85 -0.31 0.41 0.26 0.37 0.31 0.39 0.31 0.31 0.26 -0.19 -0.11 -0.71 -0.29 1.06 -0.64 -0.33 -0.63 -0.33 -0.69 0.26 0.36 0.28 0.29 0.25 0.26 0.27 0.34 0.26 -0.72 -0.26 1.11 -0.72 -0.41 -0.78 -0.37 -0.50 0.23 0.36 0.29 0.40 0.17 0.39 0.27 0.15 0.29 -0.72 -0.33 1.18 -0.69 -0.33 -0.58 -0.31 -0.70 0.27 0.35 0.28 0.36

2.
Density functional theory data (the ωB97M-V functional and the def2-TZVPD basis) for the molecule C4H11NO3S2.

As for the largest force on an atom: 0.0637 hartree/bohr. As for the multiplicity: 1. The orbital gap comes out at 9.45 eV. As for the LUMO energy: 0.4018 eV. The SMILES is N[C@H](CS)CCS(=O)(=O)O. The calculation puts the energy above the lowest of the compared OMol25 structures with the same formula, charge and spin at 0.0000 eV.

Structure (XYZ):
```
21
Properties=species:S:1:pos:R:3:forces:R:3
N 0.293336 -2.536223 -0.715876 0.6 0.0 0.4
C 0.375137 -1.145240 -0.257340 0.6 1.1 -0.3
C 0.404633 -1.116114 1.275691 0.0 -0.1 -0.1
S -1.037643 -1.931538 2.032831 -0.5 -0.6 -1.2
C -0.753590 -0.318626 -0.912292 -1.1 -1.4 2.8
C -0.945727 1.092163 -0.368716 0.6 0.2 1.7
S 0.489686 2.163658 -0.541727 0.2 -1.9 -0.5
O 0.871765 2.052483 -1.924884 0.2 0.6 0.5
O 1.493536 1.901703 0.481937 -1.1 0.7 -0.9
O -0.225996 3.568936 -0.249556 0.7 -0.3 0.0
H 0.999545 -3.090935 -0.204440 -0.6 0.3 -0.4
H 0.581568 -2.557486 -1.685298 -0.1 -0.2 -0.2
H 1.289049 -0.615924 -0.626538 -0.1 -0.6 0.6
H 1.269681 -1.661590 1.626142 0.4 -0.1 -0.1
H 0.501046 -0.120423 1.689774 -0.1 0.2 -0.2
H -0.953119 -1.343668 3.188103 0.1 0.6 1.0
H -1.667000 -0.941635 -0.694011 0.4 1.0 -0.3
H -0.629923 -0.301435 -1.944459 0.3 0.1 -1.9
H -1.114809 1.145215 0.732219 -0.2 -0.4 -0.7
H -1.759411 1.595582 -0.849097 -0.4 0.4 -0.4
H 0.518235 4.161098 -0.052467 -0.2 0.4 0.1
```
Positions in Å, forces in eV/Å.

The computed Mulliken charges, all in e, follow: -0.67 0.27 -0.86 -0.22 -1.05 -0.69 1.11 -0.60 -0.60 -0.44 0.24 0.27 0.25 0.54 0.37 0.11 0.31 0.45 0.36 0.48 0.38

3.
Density functional theory data (the ωB97M-V functional and the def2-TZVPD basis) for the molecule C10H12O3S2.

As for the largest force on an atom: 0.0976 hartree/bohr. As for the multiplicity: 3. The orbital gap (spin up / spin down) comes out at 5.47 / 6.72 eV. As for the LUMO energy (spin up / spin down): 0.3417 / -2.8157 eV. The expectation value of S² is 2.010.

Structure (XYZ):
```
27
Properties=species:S:1:pos:R:3:forces:R:3
C -4.254395 -0.648190 -0.308019 -2.6 -0.5 -0.1
C -3.859921 -0.170000 0.984055 0.4 0.8 0.4
C -3.297228 -0.949931 -1.282778 3.1 -0.2 1.4
C -2.555321 0.095760 1.197782 -2.9 0.1 1.2
C -1.969186 -0.903339 -0.949247 -1.7 -0.4 -3.0
C -1.570653 -0.363382 0.296890 2.8 0.3 1.6
C 1.014777 -0.593280 -0.174480 -0.5 -1.2 -1.4
C 3.505166 -1.014717 -0.746558 -0.9 -0.7 -0.5
C 1.215983 2.641591 1.060469 -4.5 2.1 -0.1
C -0.153497 0.001307 0.626227 -1.2 0.0 -2.9
O 0.989837 -1.109249 -1.285373 -1.3 0.7 1.9
O 0.395965 1.687447 -1.353996 0.1 -0.3 0.6
O -1.319919 2.497798 0.151893 0.3 -0.8 1.0
S 2.530802 -0.409713 0.658081 0.7 -0.7 -0.4
S -0.076182 1.767855 0.017096 1.3 2.6 -2.0
H -5.328623 -0.741131 -0.545584 0.7 0.1 0.2
H -4.686903 0.138003 1.621263 0.6 0.1 0.3
H -3.633558 -1.348615 -2.169693 -0.4 -0.6 -2.1
H -2.360882 0.739657 2.014247 0.7 0.2 0.9
H -1.189252 -1.097349 -1.665940 -0.1 -0.3 -0.2
H 2.883010 -0.918018 -1.658319 0.4 -0.1 0.7
H 3.883911 -2.039597 -0.693972 -0.3 0.2 0.4
H 4.298843 -0.358651 -0.835596 1.8 1.2 -0.1
H 2.014946 3.133381 0.573495 0.5 0.3 -1.1
H 0.468273 3.427210 1.536455 2.0 -1.6 -0.5
H 1.581409 1.936616 1.711031 0.8 -1.4 1.9
H 0.095717 0.067563 1.637787 0.1 -0.1 1.8
```
Positions in Å, forces in eV/Å.

The computed Mulliken charges, all in e, follow: -0.40 -0.69 -0.77 -0.20 -0.31 -0.10 0.56 -0.87 -1.09 -0.33 -0.63 -0.67 -0.65 -0.06 1.37 0.36 0.34 0.48 0.33 0.47 0.29 0.30 0.37 0.31 0.35 0.39 0.84

4.
Density functional theory data (the ωB97M-V functional and the def2-TZVPD basis) for the molecule C22H27NO4S.

As for the largest force on an atom: 0.0996 hartree/bohr. As for the multiplicity: 1. The orbital gap comes out at 8.16 eV. As for the LUMO energy: 0.5040 eV. The SMILES is CCOC(=O)[C@@H]([C@@H](c1ccccc1)N1CCCCC1)S(=O)(=O)c1ccccc1. The calculation puts the energy above the lowest of the compared OMol25 structures with the same formula, charge and spin at 3.6200 eV.

Structure (XYZ):
```
55
Properties=species:S:1:pos:R:3:forces:R:3
C 1.744341 4.931744 -1.335557 -0.2 0.7 -0.2
C 2.180254 3.732741 -0.549235 -0.9 -0.3 -0.1
O 0.953324 2.957002 -0.267431 -0.1 -0.9 -0.5
C 1.211356 1.746311 0.260458 0.6 -0.7 0.5
O 2.223965 1.554267 0.906739 -1.0 -0.2 -0.9
C 0.047542 0.663738 0.057269 0.4 0.4 5.1
C 0.137877 -0.594539 -0.839443 0.3 1.8 -3.2
C 1.377280 -1.420962 -1.155815 0.6 0.0 -0.6
C 1.334585 -2.409692 -2.178379 0.5 0.0 -0.7
C 2.492345 -3.104408 -2.606775 0.0 0.7 1.1
C 3.702005 -2.852686 -1.923313 0.1 0.1 -0.1
C 3.764792 -1.878596 -0.917687 -0.6 -0.4 -0.3
C 2.607769 -1.176228 -0.562276 0.2 0.2 -0.1
N -1.017600 -1.373568 -1.112434 -1.0 -2.2 0.3
C -2.293994 -0.701368 -1.161498 0.2 -0.2 0.4
C -3.255269 -1.398373 -2.109888 0.3 0.8 0.0
C -3.479713 -2.858978 -1.749062 -0.3 0.6 -0.3
C -2.164760 -3.582918 -1.561684 0.4 0.1 0.1
C -1.185664 -2.818270 -0.637869 -0.2 0.6 0.3
S -0.279092 -0.198567 1.615017 -2.1 1.4 1.3
O -1.651137 -0.673727 1.582431 0.7 -0.5 -0.5
O 0.763016 -1.136814 1.843952 0.8 -0.2 0.3
C -0.473084 1.064165 2.824587 0.4 -0.1 0.7
C 0.628782 1.661774 3.416170 -0.3 0.3 0.0
C 0.415757 2.537269 4.470044 0.0 0.3 0.1
C -0.876159 2.840320 4.903954 0.1 -0.1 0.2
C -1.973235 2.264763 4.265362 0.1 0.1 0.0
C -1.773710 1.356910 3.237258 0.1 0.4 -0.2
H 2.603070 5.460420 -1.758320 0.1 -0.1 0.2
H 1.086831 4.690227 -2.177341 0.1 -0.2 0.2
H 1.215348 5.644077 -0.698303 0.0 -0.1 0.0
H 2.800999 3.078205 -1.144762 0.4 -0.1 0.0
H 2.657704 3.978017 0.392346 0.1 0.0 0.0
H -0.864497 1.293901 -0.062830 0.4 -0.8 -0.5
H 0.041222 0.349220 -1.459786 0.5 -2.0 -3.3
H 0.413829 -2.617659 -2.730398 0.2 0.3 0.4
H 2.468279 -3.827636 -3.443049 -0.2 0.5 0.7
H 4.620947 -3.395559 -2.180457 -0.5 0.2 0.0
H 4.694890 -1.671836 -0.385503 -0.2 -0.1 -0.3
H 2.659439 -0.362234 0.144010 0.2 -0.3 0.3
H -2.076832 0.318204 -1.472338 -0.3 0.2 -0.4
H -2.700283 -0.646236 -0.143229 -0.3 0.1 -0.3
H -2.832747 -1.284027 -3.113388 -0.1 -0.3 -0.1
H -4.177420 -0.814581 -2.076644 -0.2 -0.2 -0.1
H -4.100168 -2.911941 -0.847107 0.1 -0.1 0.0
H -4.042680 -3.293277 -2.572876 -0.2 -0.3 0.1
H -2.378026 -4.570798 -1.138298 0.3 0.1 0.1
H -1.693692 -3.762915 -2.538478 0.0 0.2 0.1
H -0.241709 -3.382234 -0.636876 -0.2 0.6 0.0
H -1.577515 -2.851663 0.403407 0.2 0.2 -0.5
H 1.605401 1.487379 2.993299 0.1 -0.2 0.4
H 1.276726 3.002666 4.935157 -0.1 0.0 0.1
H -1.018143 3.511627 5.756555 0.0 -0.2 -0.4
H -2.993090 2.520187 4.542577 0.2 0.0 0.1
H -2.609464 0.927156 2.697714 0.1 -0.1 0.3
```
Positions in Å, forces in eV/Å.

The computed Mulliken charges, all in e, follow: -1.23 -0.15 -0.37 -0.33 -0.59 0.48 -0.20 0.52 -0.13 -0.83 -0.42 -1.11 -0.42 0.47 -0.76 -1.03 -0.69 -0.58 -0.90 1.55 -0.77 -0.70 -0.05 -0.18 -0.86 -0.41 -0.69 -0.28 0.40 0.32 0.31 0.31 0.29 0.84 0.32 0.29 0.39 0.34 0.42 0.52 0.58 0.30 0.33 0.38 0.30 0.38 0.38 0.21 0.56 0.35 0.54 0.39 0.37 0.39 0.45

Number 1: electronic energy -7069.2311 Eh. Number 2: electronic energy -1235.8440 Eh. Number 3: electronic energy -1410.1298 Eh. Number 4: electronic energy -1608.3019 Eh.